Record 1
{"formula": "C25H28NO2", "method": "ωB97M-V/def2-TZVPD", "charge": 1, "homo_ev": -11.24, "total_energy_ev": -31955.659, "symbols": ["C", "N", "C", "C", "O", "C", "C", "H", "H", "H", "H", "H", "H", "H", "H", "H", "H", "H", "C", "C", "C", "C", "C", "C", "C", "C", "C", "C", "O", "C", "C", "C", "C", "C", "C", "C", "C", "C", "C", "H", "H", "H", "H", "H", "H", "H", "H", "H", "H", "H", "H", "H", "H", "H", "H", "H"], "xyz": [[-0.63, -2.59, 2.39], [-1.34, -2.35, 1.14], [-2.80, -2.42, 1.42], [-3.53, -3.63, 0.86], [-3.06, -3.93, -0.46], [-1.67, -4.25, -0.49], [-0.76, -3.16, 0.06], [0.45, -2.53, 2.19], [-0.94, -1.80, 3.09], [-0.88, -3.57, 2.81], [-2.95, -2.33, 2.50], [-3.25, -1.54, 0.97], [-3.43, -4.48, 1.55], [-4.59, -3.37, 0.75], [-1.46, -5.17, 0.08], [-1.42, -4.40, -1.55], [-0.44, -2.48, -0.74], [0.14, -3.64, 0.46], [-4.76, 1.94, -3.45], [-3.81, 1.12, -2.64], [-4.22, 0.72, -1.36], [-3.32, 0.24, -0.43], [-1.95, 0.05, -0.78], [-1.01, -0.16, 0.30], [0.40, 0.15, 0.28], [1.16, 0.48, -0.88], [2.54, 0.63, -0.83], [3.20, 0.59, 0.41], [4.58, 0.80, 0.49], [5.05, 2.11, 0.64], [5.81, 2.42, 1.77], [6.19, 3.75, 1.99], [5.92, 4.73, 1.03], [5.25, 4.38, -0.15], [4.78, 3.07, -0.34], [2.47, 0.38, 1.59], [1.11, 0.15, 1.52], [-1.64, 0.12, -2.18], [-2.51, 0.77, -3.06], [-4.24, 2.51, -4.23], [-5.55, 1.35, -3.94], [-5.27, 2.65, -2.77], [-5.27, 0.83, -1.07], [-3.66, 0.09, 0.59], [-1.46, -0.10, 1.31], [0.67, 0.65, -1.83], [3.11, 0.83, -1.75], [6.08, 1.63, 2.45], [6.69, 4.01, 2.91], [6.26, 5.76, 1.18], [5.06, 5.13, -0.92], [4.23, 2.79, -1.24], [3.00, 0.43, 2.55], [0.58, -0.01, 2.46], [-0.73, -0.35, -2.59], [-2.20, 1.01, -4.08]]}

***

Record 2
{"formula": "C2H7NSi", "method": "ωB97M-V/def2-TZVPD", "charge": 0, "homo_ev": [-5.54, -10.77], "multiplicity": 3, "total_energy_ev": -11548.501, "symbols": ["C", "C", "N", "Si", "H", "H", "H", "H", "H", "H", "H"], "xyz": [[-1.42, 0.03, 0.15], [-0.01, 0.74, -0.39], [-2.34, -0.47, -0.56], [1.58, -0.33, 0.03], [-1.50, -0.10, 1.23], [-0.23, 1.04, -1.50], [0.22, 1.66, 0.09], [-3.01, -0.91, 0.02], [2.77, 0.57, 0.16], [2.19, -1.42, -0.77], [1.74, -0.80, 1.55]]}

***

Record 3
{"formula": "C3H10O4", "method": "ωB97M-V/def2-TZVPD", "charge": 0, "homo_ev": -8.40, "total_energy_ev": -11460.344, "symbols": ["C", "C", "O", "O", "O", "H", "H", "H", "H", "H", "H", "C", "O", "H", "H", "H", "H"], "xyz": [[0.88, -1.31, -0.20], [-1.14, -0.68, 0.53], [0.43, -2.45, -0.79], [1.35, -0.38, -0.93], [1.51, -1.56, 0.97], [1.04, -2.27, 1.43], [0.11, -2.21, -1.66], [1.13, 0.69, -0.31], [-1.23, -1.64, 1.03], [-1.70, -0.71, -0.40], [-1.64, 0.04, 1.20], [-0.15, 2.43, -0.33], [0.53, 1.40, 0.39], [-0.15, 0.55, 0.59], [0.58, 3.19, -0.62], [-0.64, 2.03, -1.22], [-0.90, 2.88, 0.32]]}

***

Record 4
{"formula": "C4H5NOS2", "method": "ωB97M-V/def2-TZVPD", "charge": 0, "smiles": "CSc1cc(S)on1", "homo_ev": -8.82, "total_energy_ev": -29434.139, "symbols": ["C", "S", "C", "C", "C", "S", "O", "N", "H", "H", "H", "H", "H"], "xyz": [[-0.03, 0.45, -3.11], [-1.29, 1.16, -1.82], [-0.48, 0.25, -0.59], [-0.85, 0.17, 0.78], [0.23, -0.35, 1.32], [0.70, -1.02, 2.96], [1.22, -0.59, 0.41], [0.80, -0.10, -0.84], [-0.32, -0.65, -3.20], [-0.17, 1.15, -4.01], [1.11, 0.57, -2.88], [-1.72, 0.45, 1.32], [2.05, -1.42, 2.79]]}

***

Record 5
{"formula": "C31H75N5O8", "method": "ωB97M-V/def2-TZVPD", "charge": 0, "smiles": "CC1(C)CCCC(C)(C)N1O.COC[C@H](C)N.COCCNCCOC.COCCNCCOC.COCCNCCOC", "homo_ev": -8.22, "total_energy_ev": -57183.645, "symbols": ["C", "C", "C", "C", "C", "C", "C", "C", "C", "N", "O", "H", "H", "H", "H", "H", "H", "H", "H", "H", "H", "H", "H", "H", "H", "H", "H", "H", "H", "H", "C", "O", "C", "C", "C", "N", "H", "H", "H", "H", "H", "H", "H", "H", "H", "H", "H", "C", "O", "C", "C", "N", "C", "C", "O", "C", "H", "H", "H", "H", "H", "H", "H", "H", "H", "H", "H", "H", "H", "H", "H", "C", "O", "C", "C", "N", "C", "C", "O", "C", "H", "H", "H", "H", "H", "H", "H", "H", "H", "H", "H", "H", "H", "H", "H", "C", "O", "C", "C", "N", "C", "C", "O", "C", "H", "H", "H", "H", "H", "H", "H", "H", "H", "H", "H", "H", "H", "H", "H"], "xyz": [[1.13, -0.90, -9.41], [1.57, 0.60, -9.24], [3.11, 0.78, -9.12], [1.02, 1.35, -10.47], [1.09, 2.89, -10.35], [0.31, 3.36, -9.02], [0.65, 2.61, -7.74], [2.11, 3.15, -7.19], [-0.46, 3.05, -6.69], [0.74, 1.11, -8.08], [0.95, 0.39, -6.88], [0.05, -0.93, -9.52], [1.42, -1.21, -10.42], [1.60, -1.63, -8.75], [3.52, 0.15, -9.91], [3.37, 1.82, -9.30], [3.44, 0.52, -8.12], [1.67, 1.16, -11.33], [0.03, 1.02, -10.79], [2.16, 3.07, -10.25], [0.65, 3.32, -11.25], [-0.74, 3.16, -9.25], [0.45, 4.44, -8.96], [2.82, 3.52, -7.93], [2.59, 2.37, -6.60], [2.02, 4.00, -6.51], [-0.02, 3.75, -5.98], [-0.90, 2.23, -6.13], [-1.24, 3.68, -7.12], [0.15, -0.13, -6.75], [-1.91, -2.19, -0.21], [-1.93, -3.16, -1.29], [-2.49, -2.61, -2.53], [-2.56, -3.75, -3.53], [-1.21, -4.47, -3.81], [-2.85, -3.28, -4.87], [-1.22, -1.38, -0.47], [-1.60, -2.75, 0.67], [-2.92, -1.82, -0.02], [-3.42, -2.09, -2.30], [-1.83, -1.84, -2.92], [-3.35, -4.44, -3.25], [-0.81, -4.77, -2.84], [-0.49, -3.84, -4.34], [-1.42, -5.35, -4.41], [-3.29, -3.98, -5.47], [-3.36, -2.41, -4.87], [-0.24, 4.46, 1.01], [-0.15, 5.57, 1.91], [0.80, 5.31, 2.97], [0.44, 6.05, 4.26], [-0.93, 5.94, 4.57], [-1.08, 4.68, 5.27], [-2.55, 4.08, 5.35], [-3.02, 3.57, 4.09], [-4.24, 2.81, 4.15], [-0.68, 3.55, 1.42], [0.64, 4.28, 0.39], [-0.88, 4.74, 0.17], [1.79, 5.61, 2.64], [0.83, 4.24, 3.18], [0.74, 7.09, 4.17], [1.16, 5.69, 5.00], [-1.35, 5.83, 3.65], [-0.62, 4.76, 6.25], [-0.45, 3.94, 4.76], [-3.30, 4.83, 5.60], [-2.69, 3.29, 6.09], [-4.30, 2.26, 5.09], [-4.47, 2.13, 3.33], [-5.05, 3.52, 4.29], [3.25, 0.81, 4.75], [3.72, 1.33, 5.95], [4.75, 2.33, 5.73], [5.23, 3.16, 7.02], [4.31, 4.27, 7.21], [4.79, 5.31, 8.15], [3.85, 6.47, 8.42], [2.73, 5.88, 9.14], [1.69, 6.83, 9.33], [4.07, 0.35, 4.20], [2.76, 1.61, 4.19], [2.61, -0.04, 4.96], [4.39, 2.98, 4.93], [5.61, 1.76, 5.36], [6.22, 3.57, 6.82], [5.24, 2.31, 7.70], [3.41, 3.98, 7.57], [5.75, 5.71, 7.81], [4.75, 4.83, 9.13], [3.52, 6.87, 7.46], [4.36, 7.20, 9.05], [1.27, 7.41, 8.51], [1.97, 7.53, 10.12], [0.74, 6.46, 9.73], [-6.03, -5.61, 0.72], [-5.01, -6.44, 0.13], [-4.20, -7.24, 1.09], [-3.06, -7.98, 0.41], [-1.89, -8.28, 1.28], [-2.06, -9.41, 2.19], [-0.77, -9.70, 2.99], [-0.06, -10.79, 2.30], [0.79, -11.44, 3.20], [-6.55, -5.05, -0.07], [-5.64, -4.92, 1.46], [-6.70, -6.21, 1.34], [-4.78, -7.99, 1.63], [-3.80, -6.65, 1.92], [-2.73, -7.39, -0.45], [-3.33, -8.94, -0.05], [-1.01, -8.51, 0.84], [-2.30, -10.32, 1.64], [-2.94, -9.30, 2.82], [-1.10, -9.86, 4.02], [-0.10, -8.85, 3.08], [1.28, -12.29, 2.72], [0.24, -11.69, 4.11], [1.69, -10.84, 3.31]]}

***

Record 6
{"formula": "C5H13NO2", "method": "ωB97M-V/def2-TZVPD", "charge": 0, "smiles": "CC(C)CN.O=CO", "homo_ev": -8.44, "total_energy_ev": -10979.997, "symbols": ["C", "C", "C", "C", "N", "H", "H", "H", "H", "H", "H", "H", "H", "H", "H", "H", "O", "C", "O", "H", "H"], "xyz": [[0.51, -0.73, -1.49], [-0.69, -0.39, -0.62], [-1.18, -1.53, 0.26], [-0.88, 1.27, -0.05], [0.11, 2.18, -0.46], [0.80, 0.12, -2.12], [1.39, -1.04, -0.93], [0.26, -1.56, -2.15], [-1.50, -0.26, -1.35], [-0.50, -1.79, 1.07], [-2.13, -1.28, 0.72], [-1.31, -2.44, -0.34], [-1.87, 1.59, -0.39], [-0.89, 1.14, 1.03], [1.05, 1.84, -0.23], [0.06, 2.39, -1.44], [2.16, 0.64, 0.76], [1.52, -0.17, 1.40], [0.73, 0.16, 2.44], [1.67, -1.25, 1.36], [0.71, 1.13, 2.52]]}